Entry 1:
77
Properties=species:S:1:pos:R:3:mulliken_charge:R:1 method="wB97M-V/def2-TZVPD" de_lowest_kj_mol=0.0 total_charge=-1 lumo_energy_ev="2.13 / 2.14" homo_lumo_gap_ev="5.5 / 5.7" multiplicity=1 total_energy_ha=-2244.4809
H -1.457 0.674 -6.166 0.35
H -0.274 -2.868 -6.061 0.34
H 3.245 -5.571 -0.680 0.41
O -2.321 -0.485 5.951 -0.73
H -4.210 2.767 1.748 0.40
C -0.964 1.733 3.821 -0.36
C 2.675 -4.833 -0.130 -0.31
C 2.529 3.102 2.006 0.50
C 4.085 4.535 3.149 -0.76
C -3.932 1.775 1.387 -1.00
C 0.637 -4.115 0.882 -0.12
H -3.336 -0.154 -4.673 0.32
H -3.243 -1.759 -3.936 0.44
H -5.357 0.108 1.214 0.36
C -2.373 -0.686 4.741 0.16
C -3.028 -1.188 -4.842 -2.02
H -0.402 -4.262 1.162 0.38
C 2.485 -2.674 0.938 0.63
C -1.298 -0.372 -6.437 -1.58
Bi -0.024 -1.175 2.454 1.28
H 1.796 6.357 1.443 0.39
N 2.103 -0.528 1.809 0.54
C 3.430 5.652 2.641 -0.39
O -0.082 0.947 3.272 -0.49
C -4.791 0.628 1.988 -0.97
H -2.162 0.113 -2.876 0.47
H -1.987 -3.051 -6.423 0.45
C 2.987 -1.409 1.292 0.58
H -1.379 -3.419 -4.800 0.39
C -2.536 1.357 1.844 0.34
H 0.992 4.086 0.890 0.47
C 3.248 -3.656 0.232 -1.12
H 3.778 6.646 2.894 0.38
C 1.318 -5.084 0.208 -0.85
H 1.114 -1.719 -4.998 0.31
N 1.176 -2.927 1.250 -0.08
H 4.275 -3.440 -0.031 0.28
O -0.689 2.629 4.599 -0.78
H -1.706 1.747 1.260 0.17
C -0.218 0.231 -2.024 0.45
C 2.321 5.491 1.826 -1.02
C 3.635 3.264 2.837 -0.38
C -1.554 -1.292 -5.236 2.15
C 0.731 -1.166 -4.151 -0.55
C -2.406 1.561 3.364 0.41
H -2.909 2.479 3.660 0.47
H -3.648 -1.585 -5.649 0.44
C -3.711 -0.279 2.596 0.11
H 4.116 2.384 3.244 0.45
H 4.940 4.656 3.802 0.39
H 5.066 -1.915 1.217 0.51
B 0.778 1.028 -0.253 0.98
H -4.005 0.638 4.555 0.39
C 1.637 -0.771 -3.164 -1.91
H 4.583 -0.695 0.028 0.25
C 2.062 1.734 1.669 0.12
C -0.633 -0.871 -4.086 0.62
H 0.828 -6.010 -0.056 0.40
H -1.972 -0.620 -7.263 0.42
C 4.422 -1.051 1.052 -1.80
H -3.947 -1.336 2.645 0.62
O 1.785 0.436 -1.006 -0.46
H -5.491 0.975 2.749 0.35
O -2.599 -0.076 1.694 -0.42
C -1.118 -0.142 -2.990 -1.13
H -0.269 -0.474 -6.792 0.36
O -1.834 -1.659 4.097 -0.76
H 4.730 -0.254 1.722 0.39
O 0.919 1.708 0.918 0.28
C 1.869 4.216 1.509 -0.16
C -3.192 0.310 3.909 -0.14
O -0.464 0.945 -0.873 -0.63
H -3.983 1.775 0.298 0.28
C 1.124 -0.073 -2.104 0.92
C -1.277 -2.742 -5.651 -1.70
N 2.669 0.715 2.105 -0.94
H 2.689 -1.018 -3.222 0.49

Entry 2:
80
Properties=species:S:1:pos:R:3:mulliken_charge:R:1 method="wB97M-V/def2-TZVPD" total_charge=-1 lumo_energy_ev=1.77 homo_lumo_gap_ev=5.0 multiplicity=1 total_energy_ha=-13773.7595
C -2.004 -0.808 -1.956 -0.21
H -2.346 -4.731 -0.355 0.53
C 1.382 -0.917 -0.642 0.68
H 2.571 0.437 4.361 0.37
H -0.280 -0.304 2.754 -0.22
C 1.833 3.745 -3.285 -0.75
C -2.350 -3.182 1.102 -0.43
H -2.600 4.574 2.289 -0.21
C -1.391 -3.690 3.230 -0.90
H 0.783 0.085 -2.952 0.23
H -2.791 0.423 -5.414 0.43
H 3.956 2.463 4.139 0.35
Se -4.911 3.973 2.445 -0.83
H 3.140 1.239 -1.195 -0.11
H -1.147 -3.389 4.242 0.31
C 2.793 -0.859 -0.791 1.04
O -3.798 -2.856 -1.054 -0.70
H 4.591 -1.970 -1.038 0.44
H 3.507 -4.180 -1.145 0.36
C 1.203 3.341 -2.105 1.40
C 2.911 -3.286 -1.008 -0.82
C 0.941 4.404 -1.072 -1.63
C 3.210 2.928 2.182 -0.91
C 2.104 2.862 -4.313 -0.77
C 3.513 -2.046 -0.950 -0.76
Cl -1.845 3.450 0.377 0.03
N -0.470 -5.878 3.651 -0.54
C -2.060 -4.467 0.655 -0.51
S -3.079 -2.100 -0.082 1.39
H -1.175 5.390 1.523 0.44
C 3.280 2.177 3.343 -0.95
C 1.600 0.663 2.467 0.73
C 0.808 -2.191 -0.710 -0.16
N -2.256 0.500 -2.109 0.20
Sb -4.634 1.691 1.663 0.71
C 1.082 1.123 -3.040 -0.22
H 1.812 5.056 -0.973 0.40
C -2.002 -2.788 2.381 -0.11
H -0.533 -6.855 3.424 0.21
H 1.055 -1.076 3.592 0.55
C -1.606 4.446 1.842 -0.05
C -1.110 -4.992 2.806 1.16
C 3.654 0.373 -0.808 -1.58
C -2.111 -1.212 -4.177 -0.46
C 1.511 1.434 1.304 1.74
C 2.493 1.044 3.466 -0.91
C -2.577 0.925 -3.326 -0.29
C -1.441 -5.366 1.500 -0.87
Cl -0.534 3.696 3.030 -0.12
H 4.007 0.602 0.195 0.33
C 2.341 2.542 1.175 -0.23
Se -6.777 0.740 2.306 -0.74
H 0.726 3.979 -0.102 -0.10
H 0.098 5.029 -1.374 0.44
H 3.826 3.810 2.051 0.45
C -2.532 0.087 -4.421 -0.95
H 4.528 0.199 -1.439 0.52
O -3.859 -1.082 0.657 -0.05
H -2.236 -1.804 2.757 0.25
Sb 0.084 0.877 -0.273 0.47
H -0.494 -5.665 4.632 0.23
Sc -2.614 0.575 0.540 0.01
C 0.772 -0.569 2.669 -0.87
H 1.899 0.834 -5.000 0.49
H -2.888 1.964 -3.372 0.52
C 0.861 1.988 -1.962 0.93
H 2.620 3.207 -5.201 0.37
H -1.215 -6.370 1.160 0.31
Se -4.535 1.715 -0.753 -0.49
H 0.901 -1.275 1.845 0.21
H -0.256 -2.304 -0.627 0.51
H -1.965 -1.926 -4.981 0.48
N -1.862 -1.674 -2.961 -0.55
N -1.879 -1.230 -0.649 0.55
C 1.708 1.539 -4.200 -0.97
H 2.343 3.106 0.255 -0.02
H 1.014 -4.299 -0.972 0.50
Se -2.955 0.673 3.066 -0.61
H 2.122 4.785 -3.387 0.43
C 1.537 -3.353 -0.902 -1.09

Entry 3:
68
Properties=species:S:1:pos:R:3:mulliken_charge:R:1 method="wB97M-V/def2-TZVPD" de_lowest_kj_mol=135.4 total_charge=+1 lumo_energy_ev="-2.30 / -6.74" homo_lumo_gap_ev="5.7 / 3.0" multiplicity=6 total_energy_ha=-2198.6876
H 0.458 -1.858 3.008 0.71
C 0.725 4.566 -5.558 -0.62
H 1.564 1.334 -6.236 0.37
C -0.301 4.337 2.794 -0.75
H -3.904 0.813 -6.729 0.42
H 1.355 -2.732 -7.526 0.42
H -1.664 -1.787 -3.119 0.45
C -3.410 -1.621 -4.384 -0.82
C -1.036 -1.441 1.353 -0.62
C 0.777 -1.442 -5.903 -0.01
H -1.946 -1.200 1.901 0.41
H -1.618 -1.254 -0.816 0.38
C 0.419 1.985 -4.514 0.09
H 0.927 1.513 6.581 0.29
Cl 1.612 1.000 -0.894 -0.47
H -0.730 2.153 6.367 0.34
C -0.478 4.120 1.427 -0.65
H 1.074 0.047 3.475 0.29
C -3.422 0.243 -5.933 -0.64
C 3.033 -2.252 -6.244 -0.46
C -0.101 3.099 -3.823 -0.23
Ir 0.390 0.084 0.834 0.78
C 3.459 -1.561 -5.103 -0.61
H -0.389 5.232 -3.825 0.45
C 1.185 -2.004 0.889 -0.87
H -1.712 1.556 -5.859 0.40
C 1.269 3.470 -6.232 -0.56
H 1.695 1.317 4.589 0.48
C 0.350 2.017 3.079 1.71
C 1.128 2.182 -5.709 -0.19
H -5.008 -1.213 -5.780 0.40
C -1.535 -0.080 -4.448 -0.13
H 2.858 -0.298 -3.449 0.40
C 0.120 1.795 1.706 -0.10
H -1.733 -0.518 5.664 0.38
H -0.267 -1.406 -6.215 0.36
H 4.505 -1.599 -4.797 0.42
H -0.615 2.942 -2.874 0.23
P 0.112 0.340 -3.747 0.99
H 1.806 3.609 -7.172 0.42
C -0.866 -1.479 -0.071 -0.36
H 0.946 -1.906 -1.336 0.48
C 1.203 -0.730 -4.771 0.02
C 0.812 0.955 4.036 -1.61
H -0.483 5.315 3.245 0.39
H -1.109 -0.943 4.042 0.03
C 0.246 -1.763 1.947 -0.46
C -0.106 1.240 6.330 -1.04
C -1.324 -0.111 4.726 -0.66
C 1.694 -2.194 -6.640 -0.65
C -4.037 -0.893 -5.402 -0.47
C -2.180 0.661 -5.450 -0.09
H 3.746 -2.838 -6.824 0.39
H -0.473 2.648 -0.165 0.51
H -2.094 0.526 4.252 0.25
N -0.145 0.616 5.044 0.28
C 0.503 -1.819 -0.351 -0.30
C 0.039 4.379 -4.352 -0.52
C -0.308 2.844 0.890 -0.67
H -0.774 4.942 0.775 0.39
C -2.166 -1.218 -3.904 -0.12
C 2.547 -0.821 -4.355 -0.17
H -0.499 0.533 7.078 0.34
H 0.837 5.568 -5.971 0.40
H -3.887 -2.507 -3.965 0.42
H 2.236 -2.262 1.018 0.38
C 0.118 3.284 3.606 -0.42
H 0.284 3.433 4.678 0.39

Looking at maximum force for the records above, in order, we have 0.69, 8.19, 5.59 eV Å⁻¹.